[1]
{
  "formula": "C8H17FI2O5P",
  "method": "ωB97M-V/def2-TZVPD",
  "species": ["C", "C", "I", "C", "I", "P", "O", "C", "C", "F", "O", "H", "H", "H", "H", "H", "H", "H", "H", "H", "H", "H", "C", "O", "C", "O", "O", "C", "H", "H", "H", "H", "H", "H"],
  "positions_angstrom": [[0.400, 1.410, -0.244], [-0.228, 0.448, -1.325], [-0.623, 1.503, -3.189], [-1.442, -0.381, -0.751], [-2.427, -1.510, -2.381], [-2.800, 0.685, 0.092], [-3.769, 0.507, -1.355], [-5.009, 1.189, -1.212], [-4.658, 2.351, -0.198], [-5.706, 3.217, 0.139], [-4.051, 1.681, 0.865], [0.246, 0.951, 0.760], [1.499, 1.501, -0.382], [-0.100, 2.401, -0.232], [0.577, -0.287, -1.566], [-1.001, -1.099, -0.019], [-3.465, -0.557, 0.483], [-2.115, 0.539, 1.361], [-2.229, 1.956, -0.270], [-5.500, 1.507, -2.156], [-5.758, 0.545, -0.686], [-4.003, 3.025, -0.805], [5.039, -3.316, -0.518], [4.043, -2.406, -0.059], [4.347, -1.799, 1.089], [5.352, -1.958, 1.728], [3.339, -0.984, 1.400], [3.527, -0.261, 2.615], [4.682, -3.745, -1.452], [5.978, -2.795, -0.709], [5.187, -4.121, 0.202], [4.405, 0.382, 2.549], [3.614, -0.944, 3.461], [2.650, 0.365, 2.764]],
  "mulliken_charge": [-1.020, -0.378, 0.002, -0.854, -0.076, 0.455, -0.254, -0.591, 0.149, -0.335, -0.446, 0.232, 0.343, 0.378, 0.497, 0.577, -0.142, -0.005, -0.250, 0.279, 0.274, 0.166, -0.653, -0.260, 0.734, -0.556, -0.201, -0.694, 0.219, 0.288, 0.289, 0.321, 0.310, 0.203],
  "homo_lumo_gap_ev": 6.8811,
  "total_energy_ha": -1727.8087,
  "total_charge": -1,
  "homo_ev": -4.5
}

[2]
{
  "formula": "C6H12N2O",
  "method": "ωB97M-V/def2-TZVPD",
  "species": ["C", "C", "C", "C", "N", "C", "C", "N", "O", "H", "H", "H", "H", "H", "H", "H", "H", "H", "H", "H", "H"],
  "positions_angstrom": [[0.918, -0.420, -0.039], [-2.313, -0.439, 0.699], [2.091, 0.076, -0.841], [1.186, -0.472, 1.447], [-1.380, 0.647, 0.925], [-0.424, 0.992, -0.073], [-0.747, 0.468, -1.444], [-0.502, -0.070, -2.485], [0.147, 2.104, -0.014], [-1.792, 1.499, 1.281], [0.493, -1.348, -0.422], [-1.013, 0.060, -3.349], [-1.773, -1.382, 0.588], [-2.963, -0.538, 1.567], [-2.947, -0.308, -0.193], [2.332, 1.098, -0.544], [2.961, -0.559, -0.644], [2.045, -1.130, 1.622], [1.435, 0.522, 1.823], [1.910, 0.049, -1.916], [0.338, -0.850, 2.013]],
  "mulliken_charge": [0.125, -0.898, -1.319, -1.329, -0.239, 0.911, -0.164, -0.373, -0.768, 0.267, 0.444, 0.305, 0.262, 0.349, 0.316, 0.287, 0.406, 0.436, 0.314, 0.361, 0.308],
  "homo_lumo_gap_ev": [8.0452, 8.0460],
  "de_lowest_ev": 3.862,
  "total_energy_ha": -420.4420,
  "homo_ev": [-8.0, -8.0]
}

[3]
{
  "formula": "C5H12FN2O2PS2",
  "method": "ωB97M-V/def2-TZVPD",
  "species": ["C", "C", "C", "C", "C", "N", "N", "O", "O", "F", "P", "S", "S", "H", "H", "H", "H", "H", "H", "H", "H", "H", "H", "H", "H"],
  "positions_angstrom": [[0.533, -2.405, -0.333], [-2.638, 0.297, -0.063], [-0.843, 1.973, -1.130], [-0.534, -1.526, 1.593], [-1.097, 0.830, -0.158], [-0.166, -1.333, 0.224], [-0.313, -0.311, -0.527], [0.885, -3.381, 0.247], [2.958, 0.942, -1.754], [0.900, -2.154, -1.581], [2.318, 0.984, -0.307], [2.766, 2.635, 0.580], [3.341, -0.603, 0.758], [-3.080, -0.151, -1.014], [-2.612, -0.287, 0.880], [-3.082, 1.300, 0.018], [-0.346, 2.849, -0.530], [-1.793, 2.314, -1.446], [-0.267, 1.528, -1.956], [-0.024, -2.289, 2.269], [-0.629, -0.577, 2.058], [-1.640, -1.792, 1.679], [-0.889, 1.053, 0.921], [3.008, 0.128, -2.265], [3.244, -0.024, 1.839]],
  "mulliken_charge": [0.555, -1.237, -1.221, -1.178, 0.455, 0.754, -0.682, -0.511, -0.463, -0.219, 0.536, -0.354, -0.294, 0.253, 0.414, 0.420, 0.190, 0.465, 0.312, 0.296, 0.482, 0.365, 0.181, 0.340, 0.139],
  "homo_lumo_gap_ev": [6.0943, 7.8521],
  "de_lowest_ev": 2.958,
  "total_energy_ha": -1695.2152,
  "homo_ev": [-7.8, -8.2]
}

[4]
{
  "formula": "C5H11NO",
  "method": "ωB97M-V/def2-TZVPD",
  "species": ["C", "N", "C", "C", "C", "C", "O", "H", "H", "H", "H", "H", "H", "H", "H", "H", "H", "H"],
  "positions_angstrom": [[-1.826, 0.014, -1.671], [-1.259, -1.010, -0.808], [-0.525, -0.931, 0.472], [0.669, 0.226, 0.340], [1.956, -0.598, 0.132], [0.662, 1.292, 1.499], [-0.858, -1.299, 1.590], [-1.554, -0.393, -2.754], [-2.886, 0.145, -1.397], [-1.456, 1.031, -1.470], [-2.105, -1.629, -0.876], [0.394, 0.836, -0.544], [2.900, -0.026, -0.122], [1.691, -1.225, -0.699], [2.207, -1.067, 1.058], [0.905, 0.856, 2.520], [1.423, 2.048, 1.300], [-0.339, 1.729, 1.430]],
  "mulliken_charge": [-0.837, -0.224, 0.278, 0.604, -1.407, -1.358, -0.550, 0.224, 0.326, 0.336, 0.308, 0.226, 0.322, 0.397, 0.346, 0.277, 0.403, 0.330],
  "homo_lumo_gap_ev": 10.2705,
  "de_lowest_ev": 2.314,
  "total_energy_ha": -327.0463,
  "homo_ev": -9.4,
  "smiles": "CNC(=O)C(C)C"
}